DFT (ωB97M-V with the def2-TZVPD basis set) results for an isolated molecule of C3H5NO2S.

Results
Energy above the lowest of the compared OMol25 structures with the same formula, charge and spin, kcal/mol: 33.26
Gap between HOMO and LUMO, eV: 8.3
Total energy, a.u.: -720.6935
Structure (SMILES): CNC(=S)C(=O)O
E_LUMO, eV: -0.97

Last column: natural (NBO) charge in e.
Atoms and positions in Å:
C 1.40 -1.00 -0.01  -0.45
C -0.94 -0.08 -0.13  0.03
C -0.36 1.38 0.11  0.74
H 1.67 -0.25 -0.78  0.22
H 2.12 -1.81 -0.02  0.23
H 1.63 -0.51 0.99  0.22
H -0.34 -2.01 0.22  0.41
H -2.15 1.94 -0.48  0.52
N -0.04 -1.08 -0.26  -0.55
O -1.24 2.33 -0.23  -0.65
O 0.84 1.61 0.40  -0.56
S -2.59 -0.52 0.20  -0.17